DFT (ωB97M-V/def2-TZVPD) results for a gas-phase ion, C11H18NO2S (charge +1) in a non-equilibrium geometry.

The calculation puts the frontier orbital gap (alpha / beta) at 8.2 / 8.2 eV. The molar mass comes out at 228.3 u. The relative energy (zero: lowest compared OMol25 entry of this formula, charge and spin) comes out at 0.00 kJ/mol. The net charge is +1. The LUMO energy (alpha / beta) comes out at -4.57 / -4.57 eV. The maximum force is 4.7 eV/Å. The HOMO energy (alpha / beta) is -12.732 / -12.732 eV.

Geometry (Å):
C  0.19053  0.31961  -0.92210
C  -0.31481  -0.51974  -0.01371
C  2.39492  0.45667  0.33334
C  1.90660  -0.77154  1.11522
C  0.58210  -1.38197  0.74284
C  1.74630  0.34427  -1.02246
C  -2.31890  -0.30495  1.68014
C  -2.40374  -2.20698  0.11474
C  -2.52567  0.38441  -0.52666
C  2.19708  1.46151  -2.01121
C  -1.81664  -0.75150  0.26280
N  2.20258  2.72548  -1.23391
O  3.12568  1.35198  0.75154
O  1.77081  -2.01959  3.37508
S  2.34567  -0.87931  2.75243
H  -0.30455  1.07582  -1.66652
H  -0.00059  -1.77099  1.61951
H  0.87726  -2.36892  0.14665
H  1.98662  -0.52856  -1.51355
H  -3.34553  -0.42076  1.76529
H  -1.76494  -0.88635  2.45436
H  -2.17746  0.70980  2.01522
H  -1.65934  -2.80845  0.65463
H  -2.37095  -2.50595  -0.99267
H  -3.44077  -2.39780  0.56845
H  -3.51326  0.03352  -0.60235
H  -2.15919  0.50883  -1.56368
H  -2.46592  1.35223  -0.03660
H  1.58290  1.69830  -2.82060
H  3.08872  1.23414  -2.37349
H  1.41357  2.73940  -0.55234
H  2.10644  3.53770  -1.86108
H  3.06448  2.58966  -0.63928